No. 1
15
Properties=species:S:1:pos:R:3:mulliken_charge:R:1 method="wB97M-V/def2-TZVPD" e_homo_ha=-0.39282 total_energy_ha=-382.1831 de_lowest_kcal_mol=25.8 smiles=O.O.O.O.O homo_lumo_gap_ev=10.618
O -1.794 0.699 0.391 -0.614
H -2.490 0.686 1.044 0.295
H -2.254 0.802 -0.430 0.260
O 0.708 -2.839 0.226 -0.657
H 1.269 -2.851 1.001 0.321
H 0.779 -1.897 -0.001 0.392
O -0.413 1.705 -2.573 -0.569
H -0.391 1.800 -3.526 0.309
H -1.208 1.240 -2.384 0.265
O 1.721 -0.080 2.457 -0.655
H 0.836 -0.260 2.855 0.294
H 1.532 -0.023 1.512 0.419
O 0.744 0.057 -0.118 -0.797
H -0.165 0.211 0.107 0.456
H 1.126 0.749 -0.561 0.282

***

No. 2
28
Properties=species:S:1:pos:R:3:mulliken_charge:R:1 method="wB97M-V/def2-TZVPD" e_homo_ha=-0.27888 total_energy_ha=-612.3236 de_lowest_kcal_mol=17.0 smiles="Cc1c[nH]c2ccccc12.CC(N)=O" homo_lumo_gap_ev=8.340
C 1.652 3.607 2.748 -1.194
C 1.641 2.483 1.709 0.264
C 2.607 2.267 0.775 -0.539
N 2.126 1.492 -0.275 -0.062
C 0.813 1.164 0.027 -0.029
C -0.072 0.418 -0.748 -0.913
C -1.302 0.153 -0.162 0.156
C -1.670 0.648 1.094 -1.163
C -0.786 1.468 1.772 -0.057
C 0.500 1.737 1.292 0.780
H 1.847 4.502 2.162 0.283
H 2.409 3.414 3.500 0.310
H 0.647 3.698 3.148 0.327
H 3.604 2.665 0.672 0.405
H 2.712 1.052 -0.955 0.198
H 0.162 0.070 -1.743 0.361
H -1.956 -0.528 -0.692 0.142
H -2.574 0.254 1.533 0.388
H -1.056 1.804 2.770 0.314
C -1.324 -2.537 -2.975 -1.122
C -1.354 -3.434 -1.747 0.713
N -0.755 -4.652 -1.981 -0.421
O -1.802 -3.144 -0.667 -0.560
H -1.720 -1.541 -2.763 0.228
H -1.893 -2.857 -3.848 0.416
H -0.318 -2.322 -3.348 0.331
H -0.475 -5.218 -1.189 0.243
H -0.240 -4.748 -2.819 0.199

***

No. 3
14
Properties=species:S:1:pos:R:3:mulliken_charge:R:1 method="wB97M-V/def2-TZVPD" e_homo_ha=-0.29191 total_energy_ha=-303.7334 de_lowest_kcal_mol=99.6 homo_lumo_gap_ev=8.460
C -2.540 0.765 0.300 -0.803
N -1.308 -0.447 0.296 -0.344
C -0.126 -0.251 -0.465 0.600
O -0.170 0.040 -1.639 -0.567
N 1.018 -0.435 0.254 -0.230
C 2.306 -0.145 -0.346 -0.773
H -2.409 1.210 1.294 0.174
H -2.284 -0.608 -0.170 0.424
H -2.111 1.445 -0.445 0.170
H -1.235 -0.924 1.187 0.258
H 0.957 -0.409 1.260 0.220
H 2.558 0.920 -0.283 0.275
H 3.079 -0.732 0.157 0.292
H 2.266 -0.428 -1.399 0.304

***

No. 4
63
Properties=species:S:1:pos:R:3:mulliken_charge:R:1 method="wB97M-V/def2-TZVPD" e_homo_ha=-0.35506 total_charge=+1 total_energy_ha=-3500.2718 de_lowest_kcal_mol=14.9 homo_lumo_gap_ev=5.098
Pb 0.755 -0.050 0.494 1.023
C -0.842 4.481 -0.590 -0.729
C 0.118 4.803 0.517 -0.710
S 1.454 3.529 0.562 0.080
C 2.724 4.292 -0.344 -0.688
C 2.880 3.831 -1.735 -0.819
S 2.478 2.076 -2.062 0.073
C 1.272 2.256 -3.343 -0.214
C 0.004 2.996 -2.930 -0.940
S -0.460 2.781 -1.202 0.175
H -1.887 4.439 -0.299 0.486
H -0.739 5.176 -1.459 0.231
H 0.504 5.822 0.546 0.417
H -0.398 4.660 1.461 0.317
H 2.585 5.372 -0.250 0.358
H 3.661 4.067 0.256 0.317
H 2.333 4.420 -2.503 0.320
H 3.935 3.872 -2.085 0.509
H 1.779 2.725 -4.203 0.453
H 1.019 1.265 -3.636 -0.273
H -0.019 4.036 -3.228 0.428
H -0.865 2.541 -3.463 0.478
O 2.695 -1.614 0.810 -0.344
C 3.403 -1.553 2.062 -0.554
C 2.453 -1.078 3.144 0.547
C 2.466 -1.561 4.438 -0.802
C 1.477 -1.136 5.309 -0.286
C 0.472 -0.259 4.923 -0.845
C 0.498 0.257 3.642 -0.111
N 1.480 -0.190 2.781 -0.118
H 3.157 -2.165 0.155 0.229
H 4.263 -0.812 2.050 0.309
H 3.782 -2.541 2.357 0.408
H 3.291 -2.237 4.699 0.410
H 1.424 -1.576 6.282 0.417
H -0.328 -0.020 5.633 0.422
H -0.213 0.969 3.255 0.644
O 1.916 -2.317 -4.701 -0.490
C 0.913 -2.276 -4.030 0.355
C -0.249 -1.251 -4.002 0.103
O -0.657 -0.561 -4.886 -0.466
C -1.011 -1.608 -2.745 0.618
C 0.040 -2.401 -1.782 1.290
O 0.905 -1.586 -1.263 -0.644
C 0.722 -3.242 -2.850 0.081
O 1.216 -4.306 -2.645 -0.496
O -2.083 -1.206 -2.333 -0.566
O -0.602 -3.338 -0.850 -0.522
C -1.346 -2.744 0.060 0.493
N -0.843 -1.976 1.007 -0.369
S -2.168 -1.256 1.883 1.053
O -2.127 -1.595 3.301 -0.609
O -2.014 0.167 1.528 -0.613
C -3.374 -2.194 1.026 0.344
C -4.741 -2.198 1.250 -0.684
C -5.480 -3.203 0.629 -0.538
C -4.894 -3.990 -0.320 -0.553
C -3.573 -3.887 -0.713 -0.803
C -2.746 -3.071 0.134 0.514
H -5.175 -1.439 1.847 0.531
H -6.539 -3.355 0.838 0.416
H -5.546 -4.674 -0.856 0.386
H -3.153 -4.368 -1.573 0.552

***

No. 5
40
Properties=species:S:1:pos:R:3:mulliken_charge:R:1 method="wB97M-V/def2-TZVPD" e_homo_ha=-0.45738 total_charge=+1 total_energy_ha=-1425.5053 homo_lumo_gap_ev=9.817
K 0.267 -1.793 0.041 0.935
C -1.576 3.010 4.799 -1.132
C -0.573 3.046 3.714 -0.137
O -0.283 1.745 3.197 -0.327
C -1.115 0.956 2.468 0.755
O -0.841 -0.142 2.110 -0.561
O -2.290 1.511 2.239 -0.318
C -3.165 0.951 1.242 -0.681
H -1.320 2.223 5.508 0.301
H -2.560 2.807 4.375 0.280
H -1.684 3.948 5.344 0.380
H 0.418 3.372 4.029 0.317
H -0.912 3.648 2.870 0.296
H -4.173 1.365 1.286 0.252
H -3.358 -0.118 1.326 0.281
H -2.696 1.248 0.304 0.285
C 1.882 1.473 0.983 -0.861
O 1.915 0.569 -0.104 -0.203
C 1.943 1.231 -1.371 -0.599
C 2.173 0.077 -2.426 -0.898
N 1.039 -0.834 -2.452 -0.146
C 1.423 -1.983 -3.340 -0.824
C 0.298 -3.066 -3.308 -0.602
O 0.245 -3.709 -2.031 -0.248
C -0.675 -4.754 -2.024 -0.843
H 2.713 2.178 0.968 0.377
H 1.743 0.965 1.937 0.261
H 1.038 2.147 0.835 0.291
H 2.745 1.965 -1.451 0.379
H 0.972 1.701 -1.528 0.376
H 3.147 -0.362 -2.209 0.340
H 2.094 0.372 -3.473 0.546
H 0.239 -0.342 -2.825 0.156
H 2.368 -2.383 -2.971 0.352
H 1.575 -1.502 -4.306 0.443
H 0.614 -3.771 -4.076 0.405
H -0.701 -2.679 -3.511 0.428
H -1.619 -4.322 -2.354 0.357
H -0.787 -5.216 -1.043 0.270
H -0.523 -5.533 -2.771 0.320

***

No. 6
107
Properties=species:S:1:pos:R:3:mulliken_charge:R:1 method="wB97M-V/def2-TZVPD" e_homo_ha=-0.30378 total_energy_ha=-2969.5837 de_lowest_kcal_mol=71.3 smiles="C[C@H](Cl)Cc1cc2ncc(C[C@@H](O)CN)nc2cc1C[C@@H](C)O.O=C1CCCO1.O=C1CCCO1.O=C1CCCO1.O=C1CCCO1.O=C1CCCO1" homo_lumo_gap_ev=8.365
C -5.190 -2.693 2.623 -1.088
C -5.504 -2.736 1.083 0.368
Cl -7.268 -2.917 0.686 -0.226
C -4.587 -3.881 0.413 -1.485
C -3.176 -3.201 0.147 0.695
C -2.131 -3.281 1.170 -0.956
C -0.792 -2.602 0.959 0.005
N 0.175 -2.684 1.980 -0.465
C 1.305 -2.004 1.696 -0.408
C 1.512 -1.283 0.410 0.787
C 2.883 -0.515 0.239 -0.999
C 2.691 0.914 0.958 0.408
O 1.278 1.144 1.063 -0.571
C 3.311 0.969 2.418 -0.404
N 2.371 0.461 3.474 -0.335
N 0.642 -1.186 -0.619 -0.615
C -0.520 -1.876 -0.288 0.567
C -1.626 -1.835 -1.308 -0.348
C -2.914 -2.455 -1.141 0.654
C -4.072 -2.373 -2.185 -0.559
C -4.018 -3.458 -3.317 0.487
C -4.037 -4.956 -2.800 -1.242
O -5.254 -3.283 -4.085 -0.586
H -4.391 -1.941 2.860 0.172
H -4.816 -3.687 2.985 0.211
H -6.130 -2.385 3.161 0.467
H -5.124 -1.765 0.653 0.317
H -5.071 -4.237 -0.529 0.095
H -4.526 -4.741 1.130 0.551
H -2.312 -3.812 2.140 0.342
H 2.116 -1.982 2.455 0.362
H 3.075 -0.312 -0.846 0.388
H 3.749 -1.086 0.655 0.197
H 3.092 1.730 0.286 0.341
H 1.081 1.834 1.719 0.333
H 4.254 0.373 2.532 0.464
H 3.525 2.051 2.650 -0.292
H 2.869 -0.289 3.953 0.260
H 2.153 1.215 4.144 0.329
H -1.451 -1.282 -2.271 0.358
H -5.063 -2.415 -1.660 0.212
H -3.994 -1.366 -2.691 -0.255
H -3.186 -3.318 -4.061 0.315
H -3.749 -5.617 -3.662 0.454
H -5.086 -5.250 -2.506 0.343
H -3.340 -5.020 -1.926 0.218
H -5.225 -4.010 -4.736 0.332
O 2.878 2.729 4.892 -0.652
C 3.344 3.826 4.738 0.521
C 3.913 4.709 5.821 -0.428
C 3.969 6.061 5.132 -0.487
C 4.158 5.675 3.680 -0.461
O 3.466 4.427 3.530 -0.353
H 4.907 4.346 6.089 0.268
H 3.263 4.727 6.694 0.307
H 4.755 6.715 5.510 0.328
H 3.014 6.577 5.258 0.262
H 5.209 5.523 3.423 0.264
H 3.733 6.414 3.001 0.309
O 6.014 1.917 2.014 -0.537
C 6.643 1.056 1.465 0.406
C 8.141 1.036 1.273 -0.477
C 8.313 -0.036 0.210 -0.553
C 7.129 -0.943 0.471 -0.504
O 6.091 -0.079 0.958 -0.150
H 8.616 0.756 2.215 0.269
H 8.504 2.004 0.933 0.299
H 9.271 -0.553 0.258 0.336
H 8.223 0.415 -0.782 0.276
H 7.342 -1.696 1.234 0.302
H 6.790 -1.446 -0.435 0.315
O -3.699 2.804 -6.474 -0.561
C -4.107 2.799 -5.346 0.335
C -4.015 1.647 -4.374 -0.164
C -5.008 2.054 -3.305 -0.438
C -4.962 3.565 -3.372 -0.463
O -4.691 3.871 -4.748 -0.347
H -2.997 1.590 -3.983 0.196
H -4.299 0.709 -4.848 0.292
H -4.773 1.661 -2.316 0.313
H -6.006 1.702 -3.579 0.259
H -4.161 3.984 -2.757 0.265
H -5.908 4.019 -3.075 0.313
O 2.563 3.602 -8.551 -0.574
C 1.428 3.221 -8.497 0.417
C 0.978 1.780 -8.430 -0.323
C -0.496 1.889 -8.778 -0.528
C -0.845 3.274 -8.277 -0.235
O 0.354 4.050 -8.445 -0.363
H 1.131 1.407 -7.416 0.249
H 1.518 1.168 -9.150 0.279
H -1.112 1.105 -8.337 0.306
H -0.621 1.845 -9.863 0.264
H -1.116 3.277 -7.218 0.170
H -1.655 3.725 -8.848 0.328
O -3.145 -3.767 4.956 -0.561
C -2.277 -3.177 5.526 0.433
C -0.833 -3.274 5.166 -0.011
C -0.151 -2.682 6.384 -0.580
C -1.200 -1.706 6.888 -0.427
O -2.464 -2.297 6.543 -0.383
H -0.662 -2.681 4.265 -0.106
H -0.540 -4.310 5.003 0.402
H 0.809 -2.210 6.170 0.309
H 0.020 -3.466 7.127 0.282
H -1.129 -0.732 6.397 0.238
H -1.143 -1.562 7.967 0.349